# 1
{
  "formula": "C9H32O7",
  "method": "ωB97M-V/def2-TZVPD",
  "symbols": ["C", "C", "O", "H", "H", "H", "H", "H", "H", "C", "C", "O", "H", "H", "H", "H", "H", "H", "C", "C", "O", "H", "H", "H", "H", "H", "H", "O", "H", "H", "O", "H", "H", "O", "H", "H", "C", "C", "C", "O", "H", "H", "H", "H", "H", "H", "H", "H"],
  "positions_angstrom": [[1.807857, -1.223920, 2.284905], [2.570127, -1.351520, 0.981455], [2.096267, -2.502470, 0.289675], [2.153397, -0.305990, 2.760425], [2.068607, -2.028430, 2.972555], [0.723277, -1.227340, 2.176375], [3.638767, -1.421470, 1.184505], [2.461157, -0.425330, 0.417185], [2.694427, -2.644220, -0.447695], [-1.927673, 2.115780, 1.243905], [-0.655673, 2.579830, 0.641365], [0.478407, 1.859880, 1.174615], [-2.141863, 1.085840, 0.958535], [-2.765953, 2.751980, 0.959935], [-1.978693, 2.182480, 2.330665], [-0.518153, 3.643250, 0.837115], [-0.693633, 2.525310, -0.446615], [1.256027, 2.391060, 0.988255], [0.584597, -0.494290, -2.633755], [1.781507, -0.598580, -1.656495], [1.809827, 0.488080, -0.761275], [0.679647, 0.403910, -3.243925], [-0.282653, -0.430660, -1.976545], [0.431677, -1.346090, -3.296445], [2.697667, -0.515020, -2.241095], [1.845857, -1.572530, -1.171345], [2.715677, 0.696280, -0.521085], [0.048557, -2.207060, 0.372415], [0.988107, -2.309800, 0.523835], [-0.104763, -1.265070, 0.445745], [1.031747, 2.165150, -1.256955], [0.598907, 2.403090, -2.076875], [1.115617, 1.212500, -1.297515], [0.088687, -0.185880, 0.283575], [0.103817, 0.649360, 0.750875], [0.833787, -0.139250, -0.315505], [-2.313303, -0.863160, 1.160915], [-2.834243, -0.161130, -0.050335], [-1.715373, 0.243900, -1.049325], [-3.837703, -0.941540, -0.652985], [-3.104093, -1.192950, 1.834695], [-1.631833, -0.320450, 1.816025], [-1.785963, -1.751010, 0.811995], [-3.305333, 0.783800, 0.220355], [-0.944443, 0.979390, -0.819485], [-2.161363, 0.469800, -2.017915], [-1.143453, -0.674790, -1.179835], [-3.457853, -1.530700, -1.308875]],
  "forces_ev_per_a": [[0.5, 0.0, 0.9], [1.1, 0.5, 1.7], [8.6, -1.5, 0.1], [-0.2, 0.2, 0.1], [0.1, -0.2, -0.1], [0.4, 0.1, 0.0], [0.2, -0.4, 0.2], [0.1, -1.8, 1.3], [0.2, -0.8, 0.1], [-0.4, 0.0, 1.1], [-0.3, 2.0, 0.3], [-0.3, 2.9, 1.6], [0.8, 2.0, 1.1], [0.1, 0.1, -0.6], [0.5, -0.1, 0.2], [0.2, 0.1, 0.2], [0.0, 0.0, 0.7], [0.0, -0.1, -0.2], [0.7, 0.3, 0.7], [1.9, -2.2, -4.4], [7.9, -4.9, -0.1], [-0.1, 0.0, -0.1], [1.0, 0.1, -1.6], [0.5, -0.1, 0.3], [0.2, -0.1, -0.2], [-1.0, 1.1, -0.5], [0.1, 0.7, -0.6], [-4.3, -6.7, -0.2], [-3.6, -0.8, -0.1], [-1.2, -1.2, 0.8], [-2.3, 7.0, -3.4], [-0.2, 1.0, -0.3], [-1.2, 2.0, -1.1], [-0.8, 4.0, 1.1], [0.5, 0.0, 0.5], [-2.1, -0.6, 2.3], [-0.1, -1.4, 1.1], [-0.2, 1.3, -0.8], [-1.9, -1.2, -1.1], [-0.4, -0.2, -0.5], [-0.4, 0.1, -0.3], [0.0, -0.1, -0.3], [-0.2, 0.0, 0.3], [-1.1, -0.8, -0.4], [-1.5, -0.3, -0.3], [-0.5, 0.2, -0.1], [-1.6, -0.1, 0.5], [0.2, -0.2, 0.0]],
  "lowdin_charge": [-0.033, -0.224, -0.040, 0.089, 0.090, 0.082, 0.131, 0.076, 0.134, -0.081, -0.260, -0.041, -0.008, 0.105, 0.101, 0.126, 0.089, 0.120, -0.007, -0.176, -0.120, 0.093, 0.009, 0.108, 0.144, 0.099, 0.179, -0.084, -0.200, -0.244, -0.057, 0.068, -0.171, -0.096, -0.028, -0.074, -0.046, -0.473, -0.058, -0.014, 0.099, 0.087, 0.078, 0.110, 0.056, 0.111, 0.061, 0.093],
  "total_charge": 0,
  "e_homo_ev": -8.102,
  "relative_energy_ev": 16.363,
  "homo_lumo_gap_ev": 7.9,
  "total_energy_ha": -888.1888
}

***

# 2
{
  "formula": "C9H35FeN2O8",
  "method": "ωB97M-V/def2-TZVPD",
  "symbols": ["Fe", "C", "O", "H", "H", "H", "O", "H", "H", "O", "H", "H", "O", "H", "H", "O", "H", "H", "O", "H", "H", "C", "C", "C", "O", "C", "N", "H", "H", "H", "H", "H", "H", "H", "H", "H", "H", "H", "C", "C", "C", "O", "C", "N", "H", "H", "H", "H", "H", "H", "H", "H", "H", "H", "H"],
  "positions_angstrom": [[-0.066060, -3.176245, -2.966803], [1.714644, -0.383059, -2.135781], [0.772976, -1.276137, -2.649627], [2.328741, -0.652792, -1.276575], [2.375746, -0.018412, -2.921963], [1.176912, 0.493636, -1.774741], [5.263705, -1.038209, -3.095966], [4.507406, -1.515691, -3.436935], [4.888004, -0.273335, -2.660028], [1.747068, -4.071600, -2.485267], [2.290370, -4.762001, -2.865249], [2.056546, -3.991912, -1.582994], [-1.889758, -2.203938, -3.146410], [-2.162959, -1.292507, -3.042078], [-2.693365, -2.670587, -3.375926], [-0.396667, -3.195663, -0.777987], [-0.525695, -2.524111, -0.108214], [-0.323237, -4.013781, -0.286532], [0.294095, -0.216939, -5.455183], [0.749505, -0.066668, -4.626782], [0.261987, -1.169651, -5.542021], [-1.927686, -0.447109, 0.726346], [-0.950331, -0.674582, 1.869825], [-1.623497, -1.624093, 2.975791], [-2.826482, -1.160465, 3.464998], [-3.467438, -2.181735, 4.238540], [0.262756, -1.268204, 1.308716], [-2.802659, 0.146340, 0.991567], [-2.240282, -1.364766, 0.228069], [-1.561263, 0.170038, -0.093998], [-0.629161, 0.294121, 2.252674], [-0.984845, -1.737997, 3.851727], [-1.771156, -2.611779, 2.539005], [-2.757790, -2.448153, 5.021807], [-3.733810, -3.132899, 3.777630], [-4.299829, -1.653459, 4.703458], [0.895396, -1.522793, 2.053732], [0.671168, -0.507423, 0.784787], [0.698239, 2.527141, 2.959758], [0.813344, 3.654783, 1.969357], [0.418337, 3.246793, 0.566747], [0.646710, 4.359087, -0.381502], [0.451771, 4.018681, -1.748994], [-0.109467, 4.635481, 2.388214], [-0.365467, 2.310042, 3.057238], [1.058630, 2.715820, 3.971005], [1.157423, 1.646872, 2.509889], [1.834694, 4.027554, 1.891889], [-0.573000, 2.809352, 0.448453], [1.063312, 2.423946, 0.258453], [0.384296, 4.936076, -2.333749], [-0.389152, 3.407492, -2.076706], [1.364862, 3.472438, -1.985572], [-1.019124, 4.198871, 2.343541], [-0.058460, 5.354128, 1.680369]],
  "forces_ev_per_a": [[1.3, 3.2, 1.1], [-0.3, 0.8, 0.0], [-1.1, -2.8, -0.4], [0.0, -0.9, 0.0], [0.2, -0.1, -0.2], [-0.2, 0.3, -0.1], [0.1, -0.1, 0.1], [-0.1, -0.1, -0.2], [0.0, 0.3, 0.1], [0.4, -0.1, 0.4], [0.0, -0.4, -0.6], [0.2, 0.3, 0.6], [-0.4, 0.0, 0.0], [0.3, 0.8, 0.1], [-0.3, -0.5, -0.2], [0.1, -1.2, -1.5], [0.4, 1.4, 0.8], [-0.1, -0.5, 0.1], [-0.2, 0.3, -0.2], [0.1, 0.0, 0.2], [0.0, -0.2, -0.1], [-0.5, 0.7, -0.5], [-1.3, -0.3, 0.7], [1.4, 0.8, -0.8], [-1.2, -0.2, -0.8], [0.6, 1.2, 1.1], [-0.5, -0.8, -0.2], [-0.2, -0.5, 0.5], [-0.2, -0.3, 0.3], [0.9, 0.1, 0.0], [-0.7, 0.0, 0.6], [0.8, -0.1, -0.1], [0.2, -0.3, -0.4], [0.0, -0.1, 0.4], [-0.2, 0.3, -0.8], [-0.2, -0.5, -0.1], [0.3, 0.0, 0.1], [0.5, -0.1, -0.2], [-0.2, -0.9, -0.6], [-0.1, -0.5, -0.4], [1.4, -0.3, -2.0], [-1.6, -1.0, 1.5], [1.2, 0.0, 0.2], [-0.1, 1.9, 0.6], [-0.2, -0.1, 0.1], [0.3, 0.2, -0.3], [0.3, -0.3, 0.4], [0.0, 0.3, 0.2], [-0.6, 0.5, 0.3], [0.6, -0.3, -0.3], [0.2, 0.0, 0.2], [-0.5, -0.2, 0.8], [0.1, -0.1, -0.8], [-0.4, 0.3, 0.1], [-0.5, 0.5, 0.1]],
  "lowdin_charge": [1.083, -0.189, -0.337, 0.085, 0.080, 0.072, -0.042, 0.016, 0.022, -0.121, 0.091, 0.079, -0.121, 0.093, 0.083, -0.104, 0.011, 0.083, -0.048, -0.008, 0.008, -0.062, -0.374, -0.210, -0.178, -0.080, 0.040, 0.091, 0.069, 0.067, 0.099, 0.124, 0.116, 0.085, 0.091, 0.099, 0.093, 0.066, -0.060, -0.475, -0.187, -0.187, -0.113, 0.046, 0.071, 0.094, 0.063, 0.153, 0.120, 0.099, 0.091, 0.079, 0.078, 0.079, 0.078],
  "total_charge": 1,
  "e_homo_ev": [-10.160, -11.233],
  "homo_lumo_gap_ev": [7.1, 4.8],
  "total_energy_ha": -2338.5772,
  "spin_multiplicity": 7
}

***

# 3
{
  "formula": "C9H35N3O6",
  "method": "ωB97M-V/def2-TZVPD",
  "symbols": ["N", "H", "H", "H", "H", "C", "O", "H", "H", "H", "O", "H", "H", "O", "H", "H", "O", "H", "H", "C", "C", "C", "O", "C", "N", "H", "H", "H", "H", "H", "H", "H", "H", "H", "H", "H", "C", "C", "C", "O", "C", "N", "H", "H", "H", "H", "H", "H", "H", "H", "H", "H", "H"],
  "positions_angstrom": [[-7.080450, 22.167530, 10.275503], [-7.833918, 22.228922, 10.968186], [-6.199944, 22.651637, 10.587653], [-7.565526, 22.657020, 9.497360], [-6.867475, 21.198178, 10.029413], [-5.045213, 24.780647, 10.334524], [-4.912173, 23.613450, 11.048761], [-6.072614, 25.203212, 10.434760], [-4.414942, 25.623621, 10.662769], [-4.864057, 24.641487, 9.252513], [-4.824229, 21.311291, 12.722068], [-5.194549, 21.638568, 13.545593], [-4.679835, 22.116400, 12.188035], [-6.813296, 19.312571, 9.970547], [-7.288327, 18.577635, 9.570724], [-6.338585, 18.928187, 10.718235], [-3.102433, 21.496086, 9.589293], [-3.541982, 22.108904, 10.203837], [-3.797695, 21.221280, 8.986273], [-8.783341, 23.182613, 14.240258], [-9.680228, 23.118089, 12.977136], [-9.343664, 24.328366, 12.080301], [-10.251053, 24.466771, 10.991946], [-11.504515, 24.993723, 11.350479], [-9.482467, 21.836905, 12.304319], [-7.820513, 22.686369, 14.141854], [-9.385026, 22.731303, 15.031758], [-8.600040, 24.213184, 14.545474], [-10.707554, 23.286894, 13.317201], [-8.397087, 24.173685, 11.555992], [-9.293438, 25.248849, 12.666217], [-12.103608, 25.186831, 10.453469], [-11.585095, 25.920994, 11.920631], [-12.105224, 24.182706, 11.783764], [-10.312216, 21.780437, 11.709685], [-9.628352, 21.049368, 12.929244], [-9.237366, 25.966546, 6.389177], [-8.439403, 25.492246, 7.638549], [-7.800814, 24.119497, 7.486779], [-8.503906, 23.058521, 8.115412], [-9.500498, 22.463260, 7.301847], [-7.468780, 26.582580, 7.906517], [-9.912527, 25.150814, 6.122540], [-8.585900, 26.067519, 5.517335], [-9.691877, 26.944550, 6.525839], [-9.175052, 25.420351, 8.449732], [-6.768190, 24.126675, 7.853976], [-7.557267, 23.917664, 6.434115], [-9.091640, 21.890108, 6.460736], [-10.256597, 23.167856, 6.966345], [-9.869843, 21.635194, 7.912480], [-8.139251, 27.279165, 8.231731], [-6.877742, 26.467750, 8.727614]],
  "forces_ev_per_a": [[-1.2, 0.3, -0.5], [0.4, -0.8, 0.7], [1.0, 1.1, 0.5], [0.8, -0.5, -0.2], [-0.4, 0.0, 0.1], [-0.4, -0.1, 0.1], [-0.3, -0.9, -0.1], [-0.1, 0.0, -0.2], [0.3, -0.2, 0.1], [0.1, 0.2, -0.1], [-0.1, -0.1, -0.1], [0.1, 0.1, 0.0], [0.0, 0.3, 0.0], [0.0, -0.3, 0.1], [0.0, 0.1, 0.0], [0.1, 0.2, 0.0], [0.0, 0.0, 0.1], [-0.1, 0.3, -0.1], [0.0, 0.0, 0.0], [-1.0, 0.1, 0.0], [1.3, 1.3, 1.1], [-0.1, -1.0, -0.8], [-0.1, 0.8, 0.1], [-1.5, -1.1, -0.8], [-1.2, 0.3, -0.8], [-0.1, -0.1, -0.2], [0.5, -0.2, 0.2], [0.0, 0.0, 0.0], [-0.1, -0.2, 0.0], [0.2, 0.1, 0.5], [-0.1, 0.0, 0.1], [0.6, 0.1, -0.3], [0.8, -0.1, 0.4], [0.0, 0.3, 0.7], [0.4, -0.3, -0.5], [0.3, 0.2, 0.3], [0.9, -1.1, 0.0], [-0.4, 0.7, -0.3], [1.3, 0.4, -0.8], [0.0, 0.5, -0.9], [0.4, -1.3, 0.5], [-0.8, 0.2, 0.3], [-0.6, 0.5, 0.0], [0.3, 0.0, 0.2], [-0.4, -0.2, 0.2], [0.1, -0.2, 0.2], [-0.3, 0.1, 0.8], [-0.7, -0.3, -0.2], [0.4, 0.7, -0.3], [-0.2, -0.1, 0.2], [-0.7, 0.5, 0.1], [0.6, 0.6, -0.3], [0.0, -0.7, -0.1]],
  "lowdin_charge": [0.272, 0.073, 0.052, 0.082, 0.075, -0.344, -0.414, 0.036, 0.060, 0.055, -0.086, 0.016, -0.018, -0.046, 0.052, 0.064, -0.074, -0.003, 0.014, -0.045, -0.425, -0.183, -0.196, -0.125, 0.043, 0.073, 0.075, 0.075, 0.124, 0.114, 0.126, 0.086, 0.094, 0.081, 0.086, 0.087, -0.058, -0.412, -0.186, -0.240, -0.073, 0.039, 0.058, 0.079, 0.072, 0.127, 0.113, 0.134, 0.094, 0.083, 0.092, 0.070, 0.050],
  "total_charge": 0,
  "e_homo_ev": -7.405,
  "homo_lumo_gap_ev": 7.5,
  "total_energy_ha": -979.4988
}